{
  "formula": "C42H55BCl3F3N5O2S3SeSiV",
  "method": "ωB97M-V/def2-TZVPD",
  "homo_energy_ev": [-4.753, -4.754],
  "homo_lumo_gap_ev": [5.78, 6.46],
  "s_squared": 0.792,
  "lumo_energy_ha": [0.038, 0.063],
  "spin_multiplicity": 2,
  "total_charge": -1,
  "de_lowest_kcal_mol": 0.0,
  "elements": ["Se", "V", "Cl", "Cl", "Cl", "S", "S", "S", "Si", "F", "F", "F", "O", "O", "N", "N", "N", "N", "N", "C", "C", "C", "C", "C", "C", "C", "C", "C", "C", "C", "C", "C", "C", "C", "C", "C", "C", "C", "C", "C", "C", "C", "C", "C", "C", "C", "C", "C", "C", "C", "C", "C", "C", "C", "C", "C", "C", "C", "C", "C", "C", "B", "H", "H", "H", "H", "H", "H", "H", "H", "H", "H", "H", "H", "H", "H", "H", "H", "H", "H", "H", "H", "H", "H", "H", "H", "H", "H", "H", "H", "H", "H", "H", "H", "H", "H", "H", "H", "H", "H", "H", "H", "H", "H", "H", "H", "H", "H", "H", "H", "H", "H", "H", "H", "H", "H", "H"],
  "coordinates": [[0.059, -0.275, -1.300], [-1.285, 1.760, -0.382], [-1.633, 5.417, 0.440], [-4.487, 3.746, 0.470], [-2.339, 3.447, 2.975], [-3.717, 0.744, -1.218], [1.945, 0.908, -3.321], [-1.369, 3.355, -2.107], [-2.480, 3.590, 0.919], [-6.426, -0.095, -2.697], [-6.673, -2.257, -2.789], [-5.964, -1.319, -0.967], [0.407, 2.326, 0.212], [-1.826, 0.488, 1.002], [-2.267, 2.176, -4.513], [1.794, 3.650, -3.088], [-0.237, 2.967, -4.594], [-2.165, -0.959, -2.569], [3.328, 2.752, -1.821], [-3.617, -1.104, 2.612], [-2.845, -2.619, -4.128], [2.343, 1.787, 1.548], [2.189, 2.697, 3.837], [-0.390, -4.888, 1.556], [-5.866, -1.273, -2.310], [2.519, -0.671, 0.149], [5.942, -0.544, 1.058], [1.378, 1.467, 0.569], [2.366, 2.473, -2.734], [3.359, 0.849, 1.805], [2.384, 4.658, -2.364], [1.482, 0.230, -0.095], [-0.443, -5.754, 0.292], [-4.153, -2.393, -3.735], [-1.879, -1.879, -3.477], [4.556, -2.553, 0.554], [-1.277, 2.745, -3.778], [-1.192, -5.576, 2.675], [-4.128, 0.331, 2.315], [-1.976, -2.980, 2.018], [4.644, -1.655, 2.875], [3.348, 4.115, -1.590], [-0.548, 2.497, -5.835], [-3.665, 2.098, -4.145], [-3.421, -0.647, -2.221], [-2.400, -1.656, 1.824], [-0.752, -1.447, 0.020], [3.477, -0.353, 1.106], [-1.811, 2.025, -5.803], [-4.451, -1.445, -2.768], [-0.933, -3.507, 1.253], [-1.690, -0.845, 0.900], [2.342, 3.089, 2.363], [-0.357, -2.791, 0.210], [1.065, -4.720, 2.024], [1.242, 4.109, 2.037], [3.677, 3.806, 2.155], [-4.790, -2.048, 2.304], [4.325, 1.802, -1.410], [-3.295, -1.145, 4.104], [4.638, -1.274, 1.400], [0.991, 3.924, -4.374], [-0.807, -2.020, -3.642], [-2.249, -5.705, 2.398], [-5.691, -1.746, 2.852], [-3.382, 1.076, 2.587], [1.718, 3.763, -5.311], [0.162, -5.318, -0.506], [-4.185, -0.872, 4.694], [0.578, 5.045, -4.285], [5.503, -2.299, 3.101], [-2.406, 1.568, -6.553], [-0.778, -6.568, 2.868], [5.424, -3.189, 0.786], [1.367, 4.953, 2.713], [0.178, 2.552, -6.622], [-3.747, 2.387, -3.105], [1.231, 2.180, 3.989], [-4.945, -2.977, -4.177], [-4.557, -3.072, 2.587], [-2.478, -0.460, 4.343], [3.661, -3.121, 0.791], [-0.058, -6.772, 0.480], [1.298, 4.457, 1.005], [-5.017, -2.032, 1.237], [2.990, 2.021, 4.152], [3.776, 4.132, 1.118], [-2.481, -3.588, 2.767], [-1.142, -4.999, 3.611], [2.553, -1.605, -0.386], [4.537, 3.171, 2.404], [4.135, 1.082, 2.535], [1.095, -4.101, 2.924], [-4.022, 1.079, -4.253], [-1.478, -5.828, -0.052], [-2.984, -2.155, 4.406], [3.984, 0.805, -1.685], [4.041, 4.559, -0.899], [-2.577, -3.366, -4.858], [3.737, -2.211, 3.146], [4.709, -0.786, 3.527], [2.020, 5.667, -2.448], [0.431, -3.250, -0.384], [6.069, 0.378, 1.630], [3.755, 4.680, 2.823], [5.279, 2.004, -1.906], [-5.010, 0.479, 2.963], [4.459, 1.835, -0.331], [1.514, -5.693, 2.262], [5.961, -0.275, -0.002], [-4.252, 2.771, -4.763], [0.249, 3.702, 2.228], [1.663, -4.236, 1.252], [6.798, -1.194, 1.273], [4.556, -2.322, -0.514], [2.201, 3.583, 4.494], [-4.442, 0.473, 1.288]]
}

***

{
  "formula": "C42H55Cl2I2NO14",
  "method": "ωB97M-V/def2-TZVPD",
  "homo_energy_ev": -8.761,
  "homo_lumo_gap_ev": 7.52,
  "smiles": "CC(=O)OCCCc1cc(ON=O)c2c(c1Cl)C(=O)c1c(cc(Cl)c(CC(C)C)c1/C(I)=C(/C)I)C2=O.CCOC(C)=O.CCOC(C)=O.CCOC(C)=O.CCOC(C)=O",
  "lumo_energy_ha": -0.046,
  "elements": ["I", "I", "Cl", "Cl", "O", "O", "O", "O", "O", "O", "O", "O", "O", "O", "O", "O", "O", "O", "N", "C", "C", "C", "C", "C", "C", "C", "C", "C", "C", "C", "C", "C", "C", "C", "C", "C", "C", "C", "C", "C", "C", "C", "C", "C", "C", "C", "C", "C", "C", "C", "C", "C", "C", "C", "C", "C", "C", "C", "C", "C", "C", "H", "H", "H", "H", "H", "H", "H", "H", "H", "H", "H", "H", "H", "H", "H", "H", "H", "H", "H", "H", "H", "H", "H", "H", "H", "H", "H", "H", "H", "H", "H", "H", "H", "H", "H", "H", "H", "H", "H", "H", "H", "H", "H", "H", "H", "H", "H", "H", "H", "H", "H", "H", "H", "H", "H"],
  "coordinates": [[-4.375, 0.548, 5.666], [-1.555, -0.673, 1.431], [1.915, -0.527, 4.540], [-4.378, 5.563, 1.367], [-0.236, 5.667, 5.833], [1.610, -5.885, -3.196], [-2.679, -2.768, -7.658], [6.573, 1.796, 0.256], [-0.797, 0.700, 5.473], [-3.771, -3.512, -5.876], [3.379, -1.062, 1.567], [3.097, -2.936, 0.210], [7.094, 3.764, 1.133], [-5.740, -0.098, -2.742], [1.206, -7.211, -4.926], [2.808, 5.818, 5.016], [-5.854, 1.472, -1.182], [4.120, 6.517, 6.444], [3.000, 6.100, 6.370], [-4.517, 2.247, 1.234], [1.238, 3.812, 4.944], [2.012, -3.225, 2.377], [3.867, 3.398, 4.764], [5.984, 5.841, 1.749], [2.256, -5.600, -1.944], [2.891, -2.370, 1.325], [2.666, 4.396, 4.919], [-0.450, 1.714, 4.826], [4.884, 0.816, 4.408], [-2.598, 0.381, 3.014], [-5.464, -0.532, -4.085], [1.915, -6.930, -3.987], [-0.110, 4.696, 5.048], [2.246, 1.269, 4.664], [-3.211, -2.007, 3.885], [-5.426, 1.115, -2.258], [3.196, -7.676, -3.738], [4.513, -1.079, 2.510], [-1.900, -3.609, -9.805], [-3.282, 4.480, 2.362], [-3.441, 2.920, 2.223], [-2.210, -5.023, -6.810], [6.439, 2.998, 0.241], [1.071, 2.253, 4.819], [-1.301, 4.185, 4.085], [3.691, 1.874, 4.618], [-5.642, 1.471, 2.087], [-4.072, -1.119, -4.190], [-3.281, -0.393, 4.008], [4.924, 0.444, 2.820], [-1.468, 2.625, 3.969], [-5.677, -0.092, 1.715], [-2.546, 1.960, 3.040], [-1.566, -2.806, -8.564], [5.472, 3.654, -0.704], [-4.460, 1.974, -3.025], [-2.928, -3.705, -6.723], [-7.069, 2.144, 1.742], [7.173, 5.196, 1.066], [3.504, -4.767, -2.151], [-2.212, 5.146, 3.282], [-3.946, -1.934, -3.473], [3.065, -8.706, -4.074], [4.260, -1.687, 3.459], [-4.686, 3.020, -2.813], [-3.737, -2.531, 4.760], [3.264, -3.850, -2.694], [5.046, 5.581, 1.254], [-6.198, -1.308, -4.312], [-2.109, -4.653, -9.563], [-6.512, -0.250, 0.951], [-2.098, 6.275, 3.337], [1.510, -4.126, 1.860], [8.087, 5.477, 1.595], [-7.506, 1.782, 0.745], [-2.794, -5.711, -7.424], [5.770, 4.655, -1.011], [-7.798, 1.805, 2.564], [-6.995, 3.294, 1.717], [-5.636, 0.273, -4.804], [-3.915, 1.503, 0.585], [-4.705, -0.492, 1.265], [-0.663, -3.163, -8.064], [4.918, 3.851, 4.731], [-2.120, -5.433, -5.802], [-4.535, 1.859, -4.105], [-3.599, -2.372, 2.876], [-1.072, -3.578, -10.516], [5.424, 3.056, -1.616], [2.637, -3.652, 3.234], [-2.795, -3.210, -10.289], [-1.197, -4.945, -7.198], [1.152, -2.551, 2.739], [1.538, -5.027, -1.353], [7.299, 5.536, 0.035], [-1.370, -1.770, -8.849], [5.945, 0.630, 2.350], [4.250, -5.301, -2.744], [5.351, -1.666, 1.975], [3.951, -4.501, -1.192], [-4.937, 3.029, 0.507], [4.000, -7.213, -4.312], [-3.304, -0.375, -3.963], [3.473, -7.732, -2.686], [2.452, -6.518, -1.384], [5.881, 1.240, 4.778], [-3.893, -1.505, -5.193], [4.172, 1.097, 2.243], [4.482, 3.683, -0.244], [-3.442, 1.755, -2.696], [-5.439, 1.691, 3.191], [-2.095, -2.286, 3.991], [6.084, 6.929, 1.750], [-5.928, -0.682, 2.661], [4.580, -0.140, 4.951], [5.904, 5.494, 2.783]]
}

***

{
  "formula": "C42H57AuBN2O3SSeSi",
  "method": "ωB97M-V/def2-TZVPD",
  "homo_energy_ev": -10.750,
  "homo_lumo_gap_ev": 7.67,
  "lumo_energy_ha": -0.113,
  "total_charge": 1,
  "de_lowest_kcal_mol": 0.0,
  "elements": ["Au", "Se", "S", "Si", "O", "O", "O", "N", "N", "C", "C", "C", "C", "C", "C", "C", "C", "C", "C", "C", "C", "C", "C", "C", "C", "C", "C", "C", "C", "C", "C", "C", "C", "C", "C", "C", "C", "C", "C", "C", "C", "C", "C", "C", "C", "C", "C", "C", "C", "C", "C", "B", "H", "H", "H", "H", "H", "H", "H", "H", "H", "H", "H", "H", "H", "H", "H", "H", "H", "H", "H", "H", "H", "H", "H", "H", "H", "H", "H", "H", "H", "H", "H", "H", "H", "H", "H", "H", "H", "H", "H", "H", "H", "H", "H", "H", "H", "H", "H", "H", "H", "H", "H", "H", "H", "H", "H", "H", "H"],
  "coordinates": [[-0.432, -0.332, 0.448], [2.025, -0.317, -0.232], [-0.557, 2.921, -0.104], [-0.987, -0.245, 2.798], [-0.525, 2.039, -1.323], [-3.098, -0.813, -0.808], [-3.185, 1.112, 0.423], [1.728, -2.960, -1.415], [1.653, -1.329, -2.870], [1.124, -4.055, -5.329], [-1.926, 1.312, 3.207], [0.723, -0.131, 3.633], [2.916, 0.318, -4.274], [1.854, -3.718, -0.167], [0.470, 0.103, 5.136], [1.020, 4.569, -1.630], [1.528, -3.546, -2.664], [0.677, 4.185, -0.341], [-2.781, 3.828, -1.421], [1.494, -2.510, -3.587], [-3.966, 4.546, -1.511], [3.101, -4.596, -0.139], [1.482, 1.100, 3.109], [1.652, 0.005, -3.481], [1.345, -4.869, -3.049], [2.010, 5.521, -1.800], [-3.630, 5.406, 0.714], [-5.612, 1.533, 0.130], [-6.704, -0.175, -1.211], [-2.149, -2.015, 4.651], [-2.072, -1.773, 3.134], [1.594, -1.376, 3.457], [-6.754, 0.995, -0.460], [-4.397, -0.330, -0.807], [1.149, -5.101, -4.397], [4.658, -2.983, 1.089], [4.425, -3.835, -0.154], [4.167, 0.603, -3.438], [-2.034, 3.919, -0.260], [1.792, -1.626, -1.567], [1.310, 4.716, 0.770], [-4.445, 0.833, -0.068], [2.297, 5.676, 0.589], [-1.532, -3.036, 2.452], [1.290, -2.739, -4.943], [-4.390, 5.331, -0.447], [4.862, -0.642, -2.889], [-5.510, -0.868, -1.408], [-3.497, -1.523, 2.627], [2.646, 6.074, -0.693], [-2.447, 4.691, 0.815], [-2.378, 0.079, -0.027], [3.905, 1.275, -2.616], [4.493, -3.569, 1.997], [0.772, 0.046, -4.124], [-1.855, 4.738, 1.722], [1.501, 0.720, -2.673], [-4.093, -2.424, 2.795], [-5.317, 5.883, -0.521], [-1.269, 2.182, 3.245], [4.486, -3.218, -1.056], [-5.633, 2.444, 0.713], [3.125, -0.496, -4.974], [1.253, -1.930, -5.659], [-2.163, -3.891, 2.713], [1.040, 4.386, 1.766], [5.864, -0.401, -2.531], [-2.437, 3.193, -2.227], [5.228, -4.569, -0.239], [0.964, -4.283, -6.374], [1.839, -1.548, 2.410], [-1.196, -2.347, 5.065], [1.341, -5.680, -2.336], [-1.548, -2.934, 1.363], [-3.963, 6.016, 1.543], [1.433, 0.313, 5.611], [1.005, -6.116, -4.742], [5.682, -2.611, 1.121], [-3.528, -1.317, 1.558], [2.453, 1.158, 3.610], [0.947, 2.026, 3.323], [2.290, 5.835, -2.797], [4.326, -1.078, -2.047], [-7.614, -0.558, -1.654], [-2.387, 1.192, 4.193], [3.041, -5.207, 0.766], [0.040, -0.761, 5.637], [4.873, 1.146, -4.069], [-0.179, 0.962, 5.319], [2.680, 1.195, -4.882], [-0.511, -3.278, 2.756], [-2.474, -1.131, 5.204], [-5.460, -1.775, -1.993], [-2.710, 1.513, 2.485], [-2.878, -2.808, 4.844], [3.072, -5.289, -0.982], [0.951, -4.324, -0.067], [-7.702, 1.499, -0.327], [2.800, 6.103, 1.446], [-4.563, 4.486, -2.411], [3.424, 6.812, -0.834], [1.672, 1.064, 2.037], [3.998, -2.116, 1.121], [1.857, -2.990, 0.642], [1.116, -2.273, 3.855], [2.538, -1.243, 3.996], [-3.987, -0.698, 3.148], [4.962, -1.409, -3.662], [0.516, 4.118, -2.474]]
}

***

{
  "formula": "C42H57N6O4SSi",
  "method": "ωB97M-V/def2-TZVPD",
  "homo_energy_ev": -10.064,
  "homo_lumo_gap_ev": 7.93,
  "lumo_energy_ha": -0.078,
  "total_charge": 1,
  "elements": ["S", "Si", "O", "O", "O", "O", "N", "N", "N", "N", "N", "N", "C", "C", "C", "C", "C", "C", "C", "C", "C", "C", "C", "C", "C", "C", "C", "C", "C", "C", "C", "C", "C", "C", "C", "C", "C", "C", "C", "C", "C", "C", "C", "C", "C", "C", "C", "C", "C", "C", "C", "C", "C", "C", "H", "H", "H", "H", "H", "H", "H", "H", "H", "H", "H", "H", "H", "H", "H", "H", "H", "H", "H", "H", "H", "H", "H", "H", "H", "H", "H", "H", "H", "H", "H", "H", "H", "H", "H", "H", "H", "H", "H", "H", "H", "H", "H", "H", "H", "H", "H", "H", "H", "H", "H", "H", "H", "H", "H", "H", "H"],
  "coordinates": [[0.247, -5.391, -3.977], [0.430, 3.277, 3.489], [-1.911, -5.305, -2.433], [0.637, -0.804, -4.475], [0.500, 3.716, 1.889], [-1.640, 0.763, -0.455], [-0.099, -4.756, -1.336], [1.224, -3.325, 5.943], [-1.201, -4.678, -0.493], [1.014, 5.971, -2.180], [-4.621, -1.747, -5.433], [5.151, 3.345, -3.513], [-1.368, 0.900, -1.628], [-2.210, 0.194, -2.658], [1.796, 3.076, -3.482], [-0.903, -4.020, -6.181], [0.979, -1.239, 7.188], [-0.567, -5.125, -2.467], [-4.845, -0.974, -6.683], [2.142, -4.222, 8.222], [-3.547, 0.050, -2.415], [-0.155, -0.065, -3.935], [-0.243, 1.708, -2.172], [-1.729, -1.581, -5.967], [1.503, 7.143, -1.780], [-0.282, -2.095, 7.382], [0.046, 2.765, 0.903], [-2.101, -3.052, -6.260], [-1.141, 3.866, 4.345], [2.865, 3.794, -4.255], [1.844, -4.445, 6.745], [0.221, 2.922, -1.647], [-2.395, -0.991, -4.744], [2.673, 7.234, -1.071], [-0.240, -3.120, 6.259], [2.897, 4.913, -1.110], [3.395, 6.131, -0.699], [-4.971, 0.532, -6.501], [-4.325, -0.581, -3.358], [0.340, 1.215, -3.329], [4.197, 3.054, -4.283], [-2.230, -4.994, -1.170], [3.418, -3.436, 8.545], [-3.757, -1.104, -4.506], [1.226, 3.583, -2.330], [1.734, 4.912, -1.848], [1.858, 4.033, 4.464], [-1.160, -5.067, -5.087], [1.347, 1.871, -3.972], [-1.618, -0.312, -3.799], [1.360, -3.716, 4.500], [0.577, 1.417, 3.772], [-0.336, 3.531, -0.375], [1.836, -1.965, 6.147], [3.035, 8.215, -0.799], [-2.848, -3.417, -5.568], [0.495, 1.162, 4.826], [-5.450, 0.999, -7.357], [-0.933, 3.887, 5.414], [3.271, -2.358, 8.503], [4.320, 2.275, -5.030], [2.887, -2.073, 6.396], [-1.985, -4.746, -4.465], [1.290, -3.808, 8.760], [1.761, 1.475, -4.887], [3.421, 4.003, -0.869], [-0.288, 0.944, 3.300], [-0.279, -2.579, 8.355], [-5.791, -1.328, -7.086], [-5.517, -1.890, -4.989], [-1.407, 3.664, -0.516], [4.311, 6.211, -0.137], [-1.432, 4.869, 4.043], [-0.828, 2.259, 1.286], [2.766, -4.718, 6.232], [-1.432, -6.023, -5.521], [0.904, -2.951, 3.882], [4.889, 4.109, -2.891], [-0.664, -1.432, -5.942], [-2.093, -1.009, -6.824], [2.679, 3.319, 4.395], [-1.975, 3.180, 4.202], [-2.568, -3.131, -7.237], [-1.193, -1.501, 7.343], [0.966, 8.041, -2.042], [-3.217, -4.986, -0.755], [-0.696, -4.075, 6.508], [2.162, 5.010, 4.106], [4.231, -3.701, 7.867], [3.744, -3.663, 9.558], [-0.705, -2.718, 5.361], [-3.987, 0.434, -1.510], [0.827, 2.044, 0.661], [1.504, -1.101, 8.131], [2.281, -5.222, 8.637], [1.157, -5.284, 6.640], [-0.860, -4.587, -7.110], [0.729, -0.243, 6.829], [-4.075, -1.260, -7.394], [0.067, 4.531, -0.240], [-4.023, 1.037, -6.340], [2.522, 3.893, -5.287], [1.772, -1.438, 5.196], [0.858, -4.665, 4.354], [3.054, 4.806, -3.916], [0.062, -3.529, -6.096], [1.563, 4.036, 5.510], [-5.386, -0.657, -3.178], [2.416, -3.804, 4.259], [1.455, 0.981, 3.298], [-5.622, 0.709, -5.647]]
}